(1)
A structure of composition C28H30N4S2SbV. Source: the OMol25 dataset; level of theory: ωB97M-V/def2-TZVPD.

```
66
Properties=species:S:1:pos:R:3:forces:R:3
V 1.0479 0.1696 -0.6894 -0.02 0.80 0.05
C 0.7060 1.3612 -5.0034 0.04 0.04 0.06
C -0.0524 0.3143 -5.4949 -0.02 -0.04 0.00
C -0.2638 -0.7968 -4.6934 -0.07 0.07 0.06
C 0.2809 -0.8126 -3.4198 -0.07 -0.16 -0.23
N 1.0092 0.2092 -2.9393 0.00 0.01 0.21
C 1.2139 1.2703 -3.7168 -0.03 0.07 -0.01
C 0.2318 -1.9992 -2.5322 -0.05 -0.23 0.03
C -0.1453 -3.2850 -2.8970 0.03 0.05 0.03
C 0.1315 -4.3229 -2.0177 -0.01 -0.03 0.01
C 0.8694 -4.0897 -0.8640 0.01 0.08 -0.02
C 1.2152 -2.7786 -0.5677 -0.05 -0.19 -0.04
N 0.7744 -1.7813 -1.3337 0.12 0.04 -0.01
C 2.2250 -2.3416 0.4291 0.17 -0.11 -0.02
C 2.8440 -3.2106 1.3120 -0.06 0.06 0.10
C 3.8832 -2.7400 2.1015 -0.02 -0.02 -0.02
C 4.2869 -1.4231 1.9675 -0.02 0.05 -0.03
C 3.6200 -0.6147 1.0606 0.03 0.03 0.09
N 2.6102 -1.0523 0.3116 -0.17 -0.09 -0.10
H 0.9046 2.2428 -5.5955 -0.01 0.00 -0.01
H -0.4727 0.3551 -6.4904 0.00 0.01 0.00
H -0.8541 -1.6279 -5.0510 0.00 -0.01 0.00
H 1.7878 2.0752 -3.2742 0.01 0.00 -0.02
H -0.6029 -3.4885 -3.8537 0.00 0.01 -0.01
H -0.1605 -5.3326 -2.2728 0.00 0.00 0.00
H 1.1939 -4.9135 -0.2460 0.01 -0.01 0.00
H 2.5233 -4.2396 1.3862 -0.01 0.00 0.01
H 4.3774 -3.4001 2.8011 0.00 0.00 0.00
H 5.1037 -1.0199 2.5482 0.00 0.00 0.00
H 3.8914 0.4256 0.9286 0.01 -0.01 0.00
S 1.3914 2.7390 -0.4565 -0.03 -0.22 -0.02
C -0.2129 2.5464 -1.0380 0.09 0.06 0.05
N -0.7540 1.3509 -1.0936 0.29 -0.12 -0.10
C -2.0069 1.3633 -1.6764 -0.12 0.02 0.00
C -2.8182 0.2507 -1.8889 0.01 0.02 0.00
C -4.0511 0.4354 -2.4856 -0.01 0.00 0.00
C -4.4822 1.7092 -2.8643 -0.02 -0.01 -0.01
C -3.6876 2.8216 -2.6517 0.01 0.02 0.01
C -2.4451 2.6384 -2.0579 0.03 -0.04 0.03
S -1.2196 3.8184 -1.6677 -0.06 -0.05 0.00
H -2.4845 -0.7325 -1.5782 0.01 0.01 0.01
H -4.6974 -0.4154 -2.6556 0.00 -0.01 0.00
H -5.4535 1.8284 -3.3246 0.00 0.01 0.00
H -4.0263 3.8074 -2.9403 0.00 0.00 0.00
C 0.0249 -0.8224 4.8650 0.01 0.04 0.02
C -0.2205 -1.1182 3.3905 -0.06 -0.04 -0.03
Sb 0.1504 0.4982 2.0122 0.00 -0.03 -0.10
C 1.5051 1.7317 3.1450 0.02 -0.04 0.03
C 0.9661 3.1166 3.4825 -0.05 0.02 -0.04
C -1.6953 1.5852 2.1368 0.02 0.02 0.01
C -2.4211 1.5267 3.4753 0.02 -0.03 0.03
H -0.3083 -1.6535 5.4888 0.00 -0.01 0.01
H -0.5076 0.0707 5.1941 0.00 -0.01 0.01
H 1.0840 -0.6664 5.0723 0.00 0.00 0.00
H -1.2591 -1.4125 3.2207 0.00 0.02 -0.01
H 0.3897 -1.9617 3.0586 0.01 0.01 0.00
H 2.3995 1.8256 2.5269 -0.01 -0.03 0.00
H 1.7859 1.1859 4.0463 -0.02 0.01 0.00
H 0.7076 3.6674 2.5768 0.00 0.01 0.01
H 1.7165 3.7008 4.0172 0.01 0.00 0.00
H 0.0781 3.0661 4.1129 0.02 0.01 0.00
H -2.3229 1.1914 1.3348 0.02 -0.03 0.00
H -1.4555 2.6146 1.8602 0.02 -0.01 0.00
H -2.6568 0.5007 3.7621 -0.01 0.00 0.00
H -3.3632 2.0751 3.4272 0.00 0.01 0.00
H -1.8290 1.9645 4.2795 -0.02 0.00 0.00
```
Positions in Å, forces in eV/Å.

Computed properties:
**Frontier orbital gap (alpha / beta)**: 6.7 / 6.7 eV
**E_HOMO (alpha / beta)**: -9.9940 / -10.2793 eV
**Expectation value of S²**: 3.77
**Charge**: +1
**Multiplicity**: 4



(2)
A cluster of 2 separate species, C28H30NO4 in total in a non-equilibrium geometry. Source: the OMol25 dataset; level of theory: ωB97M-V/def2-TZVPD.

```
63
Properties=species:S:1:pos:R:3:forces:R:3
C -3.9430 -0.7631 -2.9150 -0.23 0.17 -0.13
C -3.4527 -1.1893 -1.5595 0.00 0.04 -0.05
O -2.5837 -0.1293 -1.0576 -0.16 -0.55 0.86
C -2.5126 -0.0885 0.2946 -0.01 -0.81 0.60
C -1.4312 0.7769 0.7876 0.24 0.09 -1.76
C -1.7390 1.4238 1.9535 -0.24 1.47 1.32
N -1.6101 2.7346 2.2463 0.10 -2.06 -0.11
C -1.8141 3.0933 3.6596 0.43 0.11 0.39
C -2.0047 4.5891 3.8506 0.12 0.35 -0.34
O -1.0908 5.3349 3.0372 -0.51 -0.56 -0.21
C -1.3119 5.1223 1.6412 -0.22 0.17 0.43
C -1.1312 3.6578 1.2276 0.79 0.45 -0.14
O -3.2416 -0.7384 1.0430 0.72 0.57 -0.77
H -4.3657 -1.6254 -3.4360 0.03 0.11 -0.01
H -4.7365 -0.0170 -2.7953 0.20 -0.06 -0.17
H -3.1336 -0.3353 -3.5167 -0.16 -0.15 0.08
H -4.2821 -1.3500 -0.8599 0.36 0.02 -0.19
H -2.8501 -2.1079 -1.6207 -0.19 0.22 0.08
H -0.6663 1.1279 0.0979 -0.71 0.53 -0.18
H -2.1665 0.8401 2.7779 -0.34 0.23 -0.40
H -2.7046 2.5564 4.0142 0.24 0.11 -0.07
H -0.9503 2.7556 4.2595 -0.20 0.09 -0.33
H -3.0604 4.8389 3.6214 0.47 0.23 0.04
H -1.7544 4.8685 4.8845 -0.34 -0.14 -0.35
H -2.3323 5.4400 1.3473 0.38 0.11 0.27
H -0.5570 5.7507 1.1472 -0.45 -0.25 -0.04
H -0.0592 3.4807 1.0214 -0.39 -0.08 0.15
H -1.6899 3.4780 0.2968 0.19 -0.11 0.26
C 2.6902 -0.9737 -6.0151 -0.01 -0.01 -0.03
C 3.5682 -0.7803 -4.9451 0.12 -0.15 -0.07
C 3.7096 -1.7625 -3.9657 -0.49 -0.36 -0.06
C 2.9380 -2.9229 -4.0796 -0.62 0.54 0.05
O 2.8572 -3.8065 -2.9891 -0.07 -0.28 1.10
C 2.1708 -3.3120 -1.8785 0.35 0.43 -1.45
C 0.7729 -3.2051 -1.9220 0.11 0.13 0.11
C 0.1336 -2.4971 -0.9237 -0.13 -0.16 0.21
C 0.8513 -1.8834 0.1438 -0.09 0.33 -0.57
C 0.1140 -1.1464 1.1383 0.15 -1.90 0.70
C 0.7341 -0.6069 2.3242 0.16 0.92 0.57
C 0.0298 -0.7351 3.5462 0.17 -0.21 -0.40
C 0.5875 -0.2941 4.7343 -0.02 0.04 0.01
C 1.8488 0.3154 4.7360 -0.21 0.00 -0.29
C 2.5338 0.5038 3.5293 -0.13 0.04 -0.02
C 1.9692 0.0897 2.3235 -0.20 -0.48 0.13
C 2.2537 -2.1311 0.2023 0.04 0.10 0.19
C 2.9045 -2.8385 -0.7899 -0.11 -0.03 0.03
C 2.1136 -3.1720 -5.1789 0.09 0.34 0.47
C 1.9636 -2.1632 -6.1299 0.27 -0.14 -0.11
H 2.5817 -0.1968 -6.7757 0.01 -0.25 0.30
H 4.1525 0.1369 -4.8572 -0.21 -0.24 -0.12
H 4.3575 -1.6360 -3.0967 -0.19 0.05 -0.29
H 0.2229 -3.6427 -2.7552 0.18 0.15 0.24
H -0.9553 -2.4338 -0.9305 0.32 0.16 -0.05
H -0.9294 -1.4662 1.2403 0.48 0.16 0.05
H -0.9444 -1.2318 3.5261 0.28 0.17 0.11
H 0.0255 -0.4259 5.6590 0.25 0.05 -0.18
H 2.2709 0.6738 5.6738 -0.02 -0.14 -0.25
H 3.5137 0.9815 3.5286 -0.31 -0.05 0.00
H 2.4835 0.2760 1.3758 -0.19 0.02 0.41
H 2.8322 -1.8010 1.0626 -0.18 -0.04 -0.27
H 3.9822 -3.0018 -0.7764 -0.32 0.04 0.09
H 1.5625 -4.1132 -5.2211 0.11 0.33 -0.03
H 1.2752 -2.3226 -6.9624 0.29 0.12 0.20
```
Positions in Å, forces in eV/Å.

Computed properties:
**Frontier orbital gap**: 5.9 eV
**E_HOMO**: -11.1125 eV
**Charge**: +1



(3)
A structure of composition C28H31As2GeO4SSn. Source: the OMol25 dataset; level of theory: ωB97M-V/def2-TZVPD.

```
68
Properties=species:S:1:pos:R:3:forces:R:3
Sn 0.0459 1.0393 -0.0766 -0.69 -0.20 -0.18
C -0.7636 0.4692 4.1599 0.04 0.04 0.09
As 0.2498 -0.0509 2.5983 0.05 0.05 -0.16
C 0.0644 -1.9796 2.5936 0.09 -0.02 0.05
C 2.1000 0.1289 3.2077 0.04 -0.02 0.12
C 2.3837 0.3733 4.5510 0.02 0.01 0.00
C 3.6916 0.4891 4.9967 -0.01 -0.01 -0.02
C 4.7409 0.3610 4.1002 0.00 0.00 -0.01
C 4.4706 0.1241 2.7620 0.01 0.01 0.01
C 3.1606 0.0108 2.3036 0.07 -0.05 -0.05
As 2.8311 -0.2952 0.3949 -0.07 0.10 -0.01
C 4.2019 -1.6277 0.0082 0.03 -0.05 0.04
C 3.7320 1.2973 -0.2965 0.05 -0.04 0.03
H -0.5585 -0.2229 4.9773 -0.03 0.05 0.01
H -1.8111 0.4151 3.8781 -0.02 -0.01 -0.02
H -0.5084 1.4867 4.4546 -0.01 -0.04 0.00
H 0.4558 -2.3716 3.5337 -0.03 -0.02 -0.05
H 0.6214 -2.3854 1.7503 -0.01 0.00 0.03
H -0.9888 -2.2126 2.4705 -0.04 0.02 0.00
H 1.5804 0.4742 5.2684 -0.02 0.00 0.00
H 3.8890 0.6763 6.0438 0.00 0.01 0.02
H 5.7648 0.4485 4.4394 0.01 0.00 0.00
H 5.2990 0.0320 2.0688 -0.01 0.00 0.00
H 5.1944 -1.1947 0.1248 0.02 -0.05 0.01
H 4.0803 -1.9752 -1.0158 0.00 0.01 0.00
H 4.0840 -2.4695 0.6889 0.00 0.00 -0.02
H 4.7601 1.3276 0.0635 0.01 0.03 -0.01
H 3.2063 2.1864 0.0489 -0.01 -0.01 0.00
H 3.7219 1.2726 -1.3855 0.00 0.01 0.01
O -2.5846 -0.4227 1.7797 -0.01 -0.02 -0.06
S -2.4499 -0.1796 0.3558 0.25 0.04 0.12
O -3.5474 -0.6096 -0.4598 0.11 0.04 -0.10
O -1.1103 -0.8119 -0.1246 -0.02 0.05 0.10
O -2.0943 1.2992 0.1206 0.05 0.02 0.12
C 4.3346 0.9480 -4.2423 0.02 0.00 -0.01
C 3.3580 1.9105 -4.4520 -0.02 0.00 0.01
C 2.0442 1.6670 -4.0734 -0.01 -0.01 0.01
C 1.6839 0.4574 -3.4782 0.16 0.03 -0.02
C 2.6833 -0.4966 -3.2632 -0.04 -0.03 -0.01
C 3.9945 -0.2602 -3.6487 -0.01 0.00 0.00
Ge -0.1309 0.1052 -2.8665 0.12 0.04 -0.03
C -1.4084 1.4351 -3.4551 -0.04 0.09 -0.05
C -2.5328 1.0406 -4.1784 -0.03 0.01 0.02
C -3.4591 1.9813 -4.6066 0.01 -0.02 0.01
C -3.2742 3.3235 -4.3137 -0.01 0.01 -0.01
C -2.1626 3.7284 -3.5877 -0.01 0.00 0.00
C -1.2403 2.7880 -3.1575 0.05 0.02 0.04
C -0.6632 -1.6865 -3.3703 -0.10 -0.10 -0.01
C 0.0700 -2.3885 -4.3288 -0.01 0.00 0.00
C -0.3477 -3.6396 -4.7634 0.04 0.03 -0.01
C -1.5057 -4.1997 -4.2483 -0.03 -0.02 0.01
C -2.2508 -3.5040 -3.3060 0.01 -0.01 0.00
C -1.8356 -2.2559 -2.8664 0.04 -0.01 -0.02
H 5.3564 1.1370 -4.5440 0.02 0.00 0.00
H 3.6172 2.8515 -4.9191 0.01 0.02 -0.01
H 1.2908 2.4239 -4.2568 -0.01 0.00 -0.01
H 2.4291 -1.4445 -2.7991 -0.02 0.00 0.00
H 4.7525 -1.0164 -3.4858 0.01 -0.01 0.00
H -2.6932 -0.0066 -4.4034 0.01 -0.01 0.00
H -4.3310 1.6626 -5.1626 -0.01 -0.01 -0.01
H -4.0010 4.0545 -4.6429 -0.01 0.01 0.00
H -2.0231 4.7742 -3.3466 0.01 0.01 0.00
H -0.3838 3.1205 -2.5758 -0.04 -0.03 -0.02
H 0.9656 -1.9572 -4.7579 0.03 0.02 0.01
H 0.2298 -4.1719 -5.5084 0.01 0.00 -0.01
H -1.8319 -5.1751 -4.5861 0.00 -0.01 0.00
H -3.1601 -3.9337 -2.9064 -0.01 0.00 0.01
H -2.4311 -1.7319 -2.1319 -0.01 0.04 0.06
```
Positions in Å, forces in eV/Å.

Computed properties:
**Frontier orbital gap (alpha / beta)**: 7.0 / 7.2 eV
**E_HOMO (alpha / beta)**: -6.8757 / -8.7798 eV
**Expectation value of S²**: 0.76
**Multiplicity**: 2



Quick rundown of energy above the lowest of the compared OMol25 structures with the same formula, charge and spin, same order as above: 1.3, 101.8, 1.4 kcal per mole